No. 1
106
Properties=species:S:1:pos:R:3:mulliken_spin:R:1 method="wB97M-V/def2-TZVPD" s_squared=0.785 spin_multiplicity=2 e_above_lowest_kcal_mol=92.2 molar_mass_g_mol=937.32 total_energy_ha=-8558.77718 charge=-2 homo_ha="-0.028 / -0.023" gap_ha="0.16867 / 0.16215"
Ti -1.461 0.051 -1.506 -0.1739
S 0.922 0.827 -1.551 0.0480
C 1.053 2.081 -0.362 0.0115
N 2.126 2.966 -0.457 0.0043
C 2.282 3.995 0.540 -0.0002
C 1.617 3.568 1.846 -0.0005
N 0.238 3.285 1.542 -0.0105
C -0.742 3.524 2.576 -0.0017
C -0.424 2.862 3.891 0.0092
C -0.066 3.618 5.002 -0.0004
C 0.276 3.002 6.192 -0.0004
C 0.263 1.621 6.288 0.0002
C -0.112 0.860 5.191 0.0037
C -0.451 1.476 4.002 -0.0252
C 0.082 2.253 0.604 0.0838
S -1.294 1.218 0.725 0.1083
C 3.295 2.693 -1.259 0.0035
C 4.467 2.278 -0.412 -0.0007
C 4.377 1.123 0.357 0.0012
C 5.415 0.758 1.189 0.0000
C 6.571 1.529 1.247 0.0000
C 6.671 2.677 0.478 0.0004
C 5.615 3.061 -0.329 -0.0010
H 1.811 4.926 0.191 -0.0014
H 3.348 4.188 0.703 0.0005
H 1.671 4.369 2.586 0.0013
H 2.139 2.682 2.241 -0.0011
H -1.698 3.161 2.193 -0.0033
H -0.802 4.611 2.719 -0.0005
H -0.072 4.700 4.937 0.0002
H 0.566 3.601 7.047 -0.0001
H 0.543 1.137 7.215 0.0002
H -0.141 -0.218 5.268 -0.0005
H -0.757 0.900 3.144 0.0414
H 3.543 3.604 -1.821 0.0001
H 3.030 1.896 -1.958 -0.0001
H 3.487 0.521 0.281 -0.0013
H 5.336 -0.141 1.785 -0.0001
H 7.396 1.222 1.876 0.0000
H 7.574 3.273 0.508 0.0000
H 5.679 3.970 -0.912 0.0001
O -4.709 -2.967 -5.320 0.0012
C -4.000 -2.417 -4.494 0.0007
C -2.611 -1.852 -4.761 -0.0031
O -1.996 -1.951 -5.838 -0.0086
C -2.248 -1.223 -3.540 0.0024
C -3.252 -1.413 -2.540 -0.0443
O -3.006 -0.918 -1.346 0.0002
C -4.364 -2.146 -3.049 -0.0112
O -5.422 -2.496 -2.491 0.0032
O -1.187 -0.521 -3.187 0.0188
C 1.816 -0.648 2.279 -0.0059
Si 1.474 -2.136 1.100 -0.0001
C 2.859 -2.133 -0.238 0.0019
C 1.932 -3.633 2.231 0.0008
Ge -0.632 -1.947 -0.131 0.0013
Si -0.492 -3.915 -1.564 -0.0011
C -2.180 -4.754 -1.928 0.0005
C 0.410 -3.515 -3.213 -0.0013
C 0.456 -5.415 -0.780 -0.0005
Si -2.377 -2.609 1.435 -0.0020
C -1.856 -4.033 2.636 -0.0005
C -4.062 -3.207 0.734 0.0003
C -2.891 -1.201 2.647 0.0096
H 2.877 -0.473 2.433 0.0008
H 1.372 -0.808 3.257 0.0012
H 1.387 0.260 1.867 -0.0011
H 3.853 -1.925 0.152 0.0006
H 2.626 -1.381 -0.990 -0.0003
H 2.898 -3.095 -0.740 -0.0002
H 2.937 -3.536 2.631 0.0001
H 1.886 -4.567 1.684 0.0000
H 1.249 -3.709 3.068 -0.0003
H -2.956 -4.021 -2.121 -0.0004
H -2.485 -5.351 -1.072 0.0000
H -2.140 -5.419 -2.788 -0.0003
H 0.099 -2.537 -3.576 0.0002
H 0.200 -4.229 -4.007 -0.0002
H 1.490 -3.478 -3.082 -0.0001
H 0.234 -5.473 0.280 -0.0002
H 1.531 -5.327 -0.886 0.0000
H 0.155 -6.359 -1.224 0.0002
H -1.696 -4.960 2.096 -0.0002
H -2.616 -4.212 3.390 0.0000
H -0.933 -3.786 3.148 -0.0002
H -3.966 -4.155 0.213 0.0001
H -4.463 -2.492 0.021 -0.0006
H -4.801 -3.340 1.523 0.0001
H -2.097 -0.967 3.350 -0.0011
H -3.770 -1.473 3.229 0.0007
H -3.121 -0.294 2.092 -0.0008
C -0.359 2.840 -4.044 0.0127
Ge -2.246 2.733 -3.405 0.0700
C -3.339 1.866 -4.846 0.0874
C -2.990 4.627 -3.328 0.0039
C -2.422 1.810 -1.757 0.8319
H -0.272 3.461 -4.931 0.0000
H -0.015 1.835 -4.282 0.0005
H 0.297 3.238 -3.271 -0.0046
H -3.372 2.489 -5.735 0.0000
H -4.359 1.700 -4.506 0.0029
H -2.920 0.900 -5.110 -0.0172
H -2.889 5.126 -4.286 -0.0003
H -2.480 5.225 -2.577 0.0014
H -4.045 4.604 -3.070 -0.0020
H -3.371 1.978 -1.234 -0.0425

---

No. 2
105
Properties=species:S:1:pos:R:3:mulliken_spin:R:1 method="wB97M-V/def2-TZVPD" s_squared=0.945 spin_multiplicity=2 molar_mass_g_mol=925.88 total_energy_ha=-3168.95090 charge=+1 homo_ha="-0.381 / -0.379" gap_ha="0.23003 / 0.22506"
Tc -0.453 -0.811 0.521 -0.0504
C -2.805 -4.015 1.186 0.0023
C -3.304 -3.369 -0.074 0.0069
C -4.653 -3.497 -0.386 -0.0001
C -5.185 -2.921 -1.522 -0.0003
C -4.349 -2.257 -2.401 0.0004
C -2.996 -2.116 -2.135 -0.0052
C -2.092 -1.492 -3.154 -0.0068
C -2.480 -2.630 -0.939 -0.0105
N -1.126 -2.405 -0.595 -0.0104
C -0.301 -3.469 -0.732 -0.0121
O -0.495 -4.456 -1.424 -0.0198
C 0.897 -3.337 0.153 -0.0093
C 1.888 -4.298 0.294 -0.0172
C 2.865 -4.121 1.263 -0.0189
C 2.822 -2.987 2.071 0.0138
C 1.812 -2.063 1.861 0.0268
N 0.870 -2.243 0.927 0.0821
C 1.610 -0.817 2.662 -0.0092
O 2.352 -0.521 3.589 0.0213
N 0.547 -0.098 2.221 0.0223
C 0.012 0.866 3.098 0.0417
C -0.219 2.182 2.657 -0.0486
C 0.211 2.653 1.304 0.0854
C -0.836 3.086 3.508 -0.0013
C -1.197 2.729 4.794 0.0026
C -0.960 1.440 5.229 -0.0002
C -0.366 0.492 4.403 0.0104
C -0.149 -0.883 4.971 0.0022
H -3.327 -4.957 1.346 0.0003
H -3.003 -3.376 2.048 -0.0006
H -1.737 -4.218 1.156 -0.0004
H -5.290 -4.061 0.280 0.0000
H -6.238 -3.017 -1.734 0.0000
H -4.743 -1.850 -3.320 -0.0001
H -2.671 -1.183 -4.019 -0.0001
H -1.346 -2.217 -3.476 0.0006
H -1.560 -0.632 -2.757 0.0025
H 1.853 -5.168 -0.343 0.0014
H 3.626 -4.871 1.403 0.0005
H 3.530 -2.809 2.866 0.0050
H -0.146 1.979 0.535 -0.0312
H 1.297 2.709 1.238 -0.0244
H -0.192 3.642 1.116 -0.0120
H -1.028 4.090 3.158 -0.0001
H -1.654 3.450 5.455 -0.0001
H -1.246 1.151 6.229 0.0001
H 0.822 -0.915 5.466 0.0000
H -0.149 -1.665 4.213 -0.0006
H -0.917 -1.105 5.710 0.0002
C -4.652 -0.343 1.409 0.0026
C -3.263 -0.200 0.885 0.0002
N -2.190 -0.670 1.503 0.0415
O -2.370 -1.267 2.738 -0.0087
C -2.918 0.448 -0.318 0.0210
C -3.955 0.997 -1.237 0.0014
N -1.597 0.451 -0.493 -0.0119
O -1.030 1.162 -1.546 0.0377
H -4.619 -0.733 2.423 0.0000
H -5.204 -1.054 0.795 -0.0004
H -5.182 0.608 1.397 -0.0005
H -1.903 -0.727 3.404 -0.0013
H -4.761 0.273 -1.330 0.0018
H -3.544 1.186 -2.222 -0.0017
H -4.381 1.920 -0.848 0.0002
C 3.806 2.202 -3.529 0.0138
Si 3.206 0.425 -3.162 -0.0027
C 4.713 -0.744 -3.243 0.0127
C 1.820 -0.159 -4.330 0.0001
Sb 2.142 0.234 -0.694 0.7381
Si -1.268 2.711 -2.191 -0.0059
C 0.508 3.297 -2.535 0.0380
C -2.078 2.594 -3.919 0.0008
C -2.153 3.914 -1.005 0.0005
Si 4.247 0.983 0.902 0.0358
C 3.768 1.970 2.463 -0.0104
C 5.283 2.117 -0.239 0.0028
C 5.274 -0.585 1.296 0.0303
H 4.736 2.164 -4.088 0.0004
H 3.993 2.776 -2.629 -0.0033
H 3.092 2.757 -4.127 0.0023
H 5.209 -0.625 -4.201 0.0012
H 4.426 -1.786 -3.157 0.0042
H 5.444 -0.532 -2.470 0.0036
H 2.155 -0.129 -5.363 -0.0011
H 0.933 0.462 -4.242 0.0014
H 1.537 -1.184 -4.107 0.0042
H 0.853 2.926 -3.494 -0.0057
H 1.225 3.003 -1.774 0.0063
H 0.518 4.380 -2.596 0.0045
H -1.804 1.678 -4.439 -0.0001
H -3.162 2.660 -3.931 0.0004
H -1.720 3.422 -4.526 -0.0004
H -1.536 4.792 -0.839 0.0002
H -2.373 3.475 -0.035 -0.0003
H -3.085 4.267 -1.432 0.0001
H 3.714 3.038 2.268 0.0013
H 4.525 1.809 3.226 0.0006
H 2.828 1.644 2.896 0.0037
H 4.735 3.010 -0.520 -0.0032
H 5.600 1.612 -1.144 0.0024
H 6.178 2.442 0.282 -0.0008
H 5.013 -0.980 2.272 0.0038
H 6.330 -0.334 1.312 0.0044
H 5.133 -1.373 0.561 -0.0051

---

No. 3
121
Properties=species:S:1:pos:R:3:mulliken_charge:R:1 method="wB97M-V/def2-TZVPD" spin_multiplicity=1 molar_mass_g_mol=1013.61 total_energy_ha=-4711.89478 charge=0 smiles="C=CC[C@]1(CN)[C@](CCCCl)(CC(=O)Cl)OS(=O)(=O)[C@@](F)(CCCCOC)[C@@]1(CCCC)B(O)N(C)C.O=C1OC[C@@H](F)O1.O=C1OC[C@@H](F)O1.O=C1OC[C@@H](F)O1.O=C1OC[C@@H](F)O1" homo_ha=-0.285 gap_ha=0.28993
C -0.309 -0.316 5.185 -0.8281
C -0.382 -0.060 3.856 -0.1869
C -1.349 -0.818 2.949 -2.5028
C -0.908 -1.142 1.480 4.2800
C -2.022 -2.189 1.125 -3.8761
N -2.221 -2.566 -0.262 0.2530
C 0.444 -1.953 1.494 1.1763
C 0.615 -2.999 0.391 -0.1321
C 2.008 -3.648 0.325 -1.6501
C 2.279 -4.177 -1.076 -0.1400
Cl 4.023 -4.312 -1.407 -0.2341
C 0.790 -2.637 2.828 -1.2014
C 0.030 -3.849 3.310 -0.0357
O -0.686 -3.832 4.260 -0.4503
Cl 0.270 -5.457 2.537 -0.2027
O 1.519 -0.959 1.405 -0.0614
S 1.789 -0.276 0.005 1.8854
O 2.375 0.985 0.353 -0.8986
O 2.569 -1.081 -0.887 -0.7053
C 0.078 0.069 -0.669 1.0597
F 0.305 1.345 -1.170 -0.4808
C -0.298 -0.702 -1.927 0.2371
C 0.766 -0.679 -3.057 -1.1216
C 0.109 -0.782 -4.427 -0.5345
C -0.560 0.518 -4.895 -0.6440
O 0.114 1.094 -5.999 -0.5136
C 1.184 1.935 -5.626 -0.7155
C -0.932 0.134 0.526 0.9497
C -0.644 1.449 1.359 -1.2848
C -0.866 2.834 0.710 -0.6019
C 0.381 3.731 0.895 -0.8182
C 0.360 4.504 2.208 -1.3750
B -2.415 0.502 0.030 -0.1634
O -2.595 1.173 -1.184 -0.5111
N -3.624 0.316 0.853 0.2808
C -4.732 -0.253 0.073 -1.4500
C -4.067 1.592 1.439 -1.1306
H 0.636 -0.535 5.669 0.2187
H -1.216 -0.368 5.786 0.2514
H 0.329 0.667 3.485 0.0309
H -2.334 -0.341 2.939 0.7418
H -1.533 -1.761 3.447 1.1980
H -2.960 -1.872 1.567 0.6513
H -1.777 -3.096 1.682 0.7904
H -2.135 -3.556 -0.416 0.3346
H -3.061 -2.230 -0.693 0.0926
H 0.414 -2.606 -0.597 -1.0455
H -0.112 -3.797 0.515 1.5115
H 2.787 -2.943 0.597 0.4529
H 2.108 -4.493 1.000 0.5803
H 1.838 -5.166 -1.172 0.4852
H 1.869 -3.526 -1.842 -0.2976
H 1.843 -2.924 2.765 0.8665
H 0.798 -1.962 3.672 -0.0690
H -0.572 -1.739 -1.796 -0.1831
H -1.165 -0.228 -2.370 0.3191
H 1.452 0.161 -2.985 0.7055
H 1.380 -1.568 -2.925 0.0536
H 0.900 -0.996 -5.147 0.7581
H -0.560 -1.640 -4.453 -0.2905
H -1.568 0.301 -5.246 0.3762
H -0.630 1.240 -4.076 0.3557
H 0.973 2.479 -4.703 0.2713
H 2.127 1.388 -5.534 0.2317
H 1.324 2.674 -6.409 0.2928
H 0.338 1.393 1.811 0.3560
H -1.410 1.425 2.130 -0.4660
H -1.089 2.851 -0.348 0.3265
H -1.668 3.386 1.202 0.4424
H 1.297 3.155 0.794 0.3026
H 0.375 4.466 0.087 0.4335
H 0.424 3.851 3.078 0.2271
H -0.504 5.162 2.272 0.3270
H 1.240 5.150 2.248 0.4593
H -2.934 0.604 -1.878 0.3315
H -4.401 -0.871 -0.761 0.5693
H -5.352 -0.887 0.709 0.3181
H -5.388 0.516 -0.341 0.4099
H -3.570 1.764 2.391 0.1634
H -3.872 2.446 0.781 0.2405
H -5.136 1.570 1.633 0.5068
C -3.637 4.258 6.624 -0.5041
C -4.785 3.632 5.864 0.2716
O -4.163 3.231 4.657 -0.2792
C -2.847 2.990 4.931 0.4639
O -2.099 2.407 4.225 -0.2510
O -2.520 3.509 6.137 -0.3735
F -5.766 4.524 5.587 -0.2865
H -3.515 5.309 6.361 0.2914
H -3.726 4.161 7.702 0.2683
H -5.227 2.758 6.346 0.2918
C 3.804 6.460 -6.398 -0.3690
C 3.839 4.990 -6.044 0.2797
O 4.221 4.394 -7.267 -0.2957
C 4.960 5.310 -7.961 0.6208
O 5.637 5.064 -8.896 -0.4861
O 4.807 6.542 -7.414 -0.3256
F 2.620 4.523 -5.677 -0.2677
H 2.836 6.743 -6.815 0.2927
H 4.044 7.112 -5.563 0.2862
H 4.564 4.726 -5.272 0.2807
C 5.450 -1.241 3.715 -0.4708
C 5.843 -1.784 5.072 0.3146
O 4.814 -1.278 5.908 -0.3736
C 3.704 -1.120 5.140 0.4468
O 2.607 -0.954 5.555 -0.4650
O 4.023 -1.184 3.828 -0.1528
F 7.037 -1.304 5.492 -0.2967
H 5.843 -0.237 3.558 0.2846
H 5.746 -1.880 2.888 0.3005
H 5.856 -2.873 5.140 0.2848
C -2.120 -6.275 -4.256 -0.5122
C -0.897 -5.573 -4.807 0.3391
O -1.260 -4.207 -4.690 -0.2942
C -2.135 -4.100 -3.656 0.6555
O -2.435 -3.084 -3.127 -0.4552
O -2.603 -5.320 -3.304 -0.3638
F -0.679 -5.870 -6.107 -0.2845
H -2.871 -6.428 -5.032 0.3079
H -1.896 -7.222 -3.775 0.2872
H 0.021 -5.749 -4.244 0.2355

---

No. 4
111
Properties=species:S:1:pos:R:3:mulliken_charge:R:1 method="wB97M-V/def2-TZVPD" spin_multiplicity=1 molar_mass_g_mol=834.97 total_energy_ha=-3688.58453 charge=0 smiles="CC[C@@H](F)[C@@]1(CCCSC(=S)n2ccnc2)NC(=O)[C@@](CCCCOC(C)=O)(COO)[C@@]1(c1ccccn1)P(CC)CC.COC(=O)OC.COC(=O)OC" homo_ha=-0.280 gap_ha=0.23534
C 3.515 2.399 3.528 -0.8529
C 2.246 1.612 2.772 0.3289
C 1.476 2.792 1.900 -0.1052
F 2.410 3.525 0.965 -0.5027
C 0.109 2.226 1.121 0.6854
C 0.233 2.573 -0.474 -0.7167
C 1.167 1.644 -1.400 -0.9189
C 2.477 0.933 -0.795 -0.1148
S 3.227 -0.099 -2.222 -0.0467
C 5.091 0.097 -2.253 -0.0654
S 5.959 -1.000 -3.278 -0.1197
N 5.865 1.134 -1.466 0.2689
C 6.136 1.087 0.028 -0.1743
C 7.022 2.419 0.444 -0.2604
N 7.170 3.184 -0.853 -0.5189
C 6.491 2.417 -1.967 -0.0858
N 0.180 0.726 1.485 0.1809
C -1.028 0.064 2.184 -1.0167
O -1.082 -1.018 2.963 -0.6461
C -2.223 1.122 1.711 0.8794
C -2.541 0.566 0.199 -0.1765
C -3.188 -0.977 0.183 0.4021
C -2.350 -1.942 -0.890 -0.3719
C -2.378 -3.467 -0.218 -0.3921
O -3.793 -3.856 -0.121 -0.2787
C -4.082 -4.429 1.207 0.5578
C -4.477 -3.562 2.559 -0.4840
O -4.061 -5.779 1.308 -0.5555
C -3.660 0.962 2.468 -0.3594
O -4.839 1.365 1.630 -0.0601
O -5.907 0.750 2.125 -0.5333
C -1.360 2.546 1.876 1.7089
C -2.038 3.870 1.103 -1.1177
C -1.169 5.246 1.082 -0.2618
C -1.619 6.683 0.383 -0.5330
C -3.106 6.535 -0.371 -0.4195
C -3.794 5.061 -0.272 -0.2704
N -3.356 3.811 0.409 -0.0034
P -1.398 3.141 3.658 -0.2616
C -2.585 4.523 4.084 -0.4214
C -4.173 4.290 3.765 -0.6109
C -0.991 1.912 5.004 -0.2533
C -2.301 1.254 5.810 -0.6878
H 3.216 3.545 3.676 0.2429
H 4.461 2.289 2.826 0.1118
H 3.723 1.848 4.539 0.3598
H 2.746 0.781 2.119 0.0623
H 1.588 1.191 3.667 -0.0700
H 1.219 3.637 2.704 0.4085
H 0.507 3.713 -0.706 0.4852
H -0.862 2.462 -0.944 0.1995
H 1.508 2.297 -2.340 0.3102
H 0.477 0.792 -1.873 0.2854
H 3.372 1.659 -0.484 0.2704
H 2.332 0.165 0.072 0.1459
H 5.798 0.264 0.789 0.3163
H 7.440 2.689 1.525 0.2968
H 6.456 2.758 -3.106 0.3009
H 0.248 0.065 0.679 0.3646
H -3.252 1.284 -0.437 0.3651
H -1.563 0.454 -0.477 -0.5653
H -3.111 -1.518 1.218 -0.6570
H -4.317 -0.968 -0.205 0.2905
H -2.797 -1.906 -1.971 0.3374
H -1.204 -1.645 -0.946 0.0381
H -1.721 -4.223 -0.868 0.2401
H -1.879 -3.398 0.853 0.2664
H -4.683 -4.266 3.482 0.3250
H -5.436 -2.895 2.429 0.2363
H -3.604 -2.824 2.903 0.0445
H -3.782 1.553 3.469 0.2175
H -3.883 -0.177 2.752 -0.0016
H -6.590 1.468 2.344 0.3163
H -0.124 5.234 1.648 0.1750
H -0.993 7.671 0.408 0.3379
H -3.586 7.460 -0.941 0.2944
H -4.836 4.974 -0.852 0.2754
H -2.515 4.717 5.261 0.4399
H -2.302 5.580 3.604 0.3638
H -4.750 5.330 3.700 0.2942
H -4.409 3.644 2.819 0.0612
H -4.674 3.714 4.683 0.2226
H -0.321 0.996 4.710 0.0904
H -0.386 2.482 5.861 0.4977
H -2.029 1.012 6.947 0.3592
H -3.206 1.999 5.739 0.1081
H -2.598 0.237 5.311 0.1338
C 5.278 -8.253 -4.885 -0.6451
O 4.357 -7.204 -4.591 -0.2874
C 4.919 -5.970 -4.525 0.6137
O 6.100 -5.710 -4.692 -0.5590
O 3.938 -5.076 -4.242 -0.0676
C 4.386 -3.726 -4.141 -0.5817
H 4.721 -9.193 -4.913 0.2193
H 5.741 -8.097 -5.864 0.2880
H 6.040 -8.327 -4.102 0.2922
H 4.814 -3.389 -5.091 0.3795
H 5.112 -3.620 -3.329 0.2903
H 3.520 -3.098 -3.912 0.0679
C 1.217 -4.628 -3.757 -0.6398
O -0.150 -4.801 -4.126 -0.3042
C -0.484 -4.231 -5.311 0.7186
O 0.268 -3.612 -6.047 -0.5574
O -1.801 -4.471 -5.536 -0.3123
C -2.296 -3.925 -6.757 -0.6293
H 1.373 -5.123 -2.794 0.3102
H 1.878 -5.095 -4.495 0.4055
H 1.454 -3.566 -3.640 0.1808
H -1.776 -4.364 -7.615 0.2912
H -2.200 -2.835 -6.760 0.2923
H -3.358 -4.177 -6.833 0.2217

---

Look up the charge of the fourth one. 0

---

Which of these has the highest charge? C36H55N5O4SbSi3Tc